# 1
Formula: C3H5NO2S
Source: the Open Molecules 2025 dataset
Level of theory: ωB97M-V with the def2-TZVPD basis set

* E_HOMO: -9.235 eV
* calculated total energy: -720.5921 hartree
* LUMO energy: 0.21 eV
* orbital gap: 9.4 eV
* spin multiplicity: 1

Last column: natural (NBO) charge in e.
Geometry (Å):
C  -0.18  0.55  -0.91  -0.007
C  0.20  0.09  0.56  -0.147
C  -0.21  -2.02  1.61  0.054
H  0.59  2.36  -3.07  0.469
H  -1.19  0.18  -1.20  0.186
H  -0.39  0.69  1.40  0.204
H  1.20  0.38  0.85  0.232
H  -0.62  -2.97  1.18  0.200
N  0.60  1.45  -1.57  -0.122
O  -0.04  2.14  -2.47  -0.512
O  -0.38  -1.20  0.55  -0.489
S  0.43  -1.65  3.07  -0.067


# 2
Formula: C3H5NO2S
Source: the Open Molecules 2025 dataset
Level of theory: ωB97M-V with the def2-TZVPD basis set

* E_HOMO: -8.740 eV
* calculated total energy: -720.7245 hartree
* LUMO energy: 0.45 eV
* orbital gap: 9.2 eV
* spin multiplicity: 1

Last column: natural (NBO) charge in e.
Geometry (Å):
C  -0.75  1.98  -0.85  -0.263
C  -0.16  -0.05  0.28  0.356
C  0.98  -2.17  0.90  0.539
H  -1.82  1.68  -0.79  0.206
H  -0.59  2.44  -1.86  0.204
H  -0.43  2.56  0.01  0.205
H  1.14  -1.00  -0.86  0.415
H  1.52  -2.97  0.37  0.119
N  0.75  -1.08  0.07  -0.656
O  0.01  0.77  -0.77  -0.518
O  0.62  -2.25  2.05  -0.517
S  -1.27  0.08  1.45  -0.090


# 3
Formula: C3H5NO2S
Source: the Open Molecules 2025 dataset
Level of theory: ωB97M-V with the def2-TZVPD basis set

* E_HOMO: -9.593 eV
* calculated total energy: -720.5888 hartree
* LUMO energy: 0.67 eV
* orbital gap: 10.3 eV
* spin multiplicity: 1

Last column: natural (NBO) charge in e.
Geometry (Å):
C  1.99  -0.99  -0.11  -0.167
C  1.00  -0.01  -0.53  0.010
C  1.50  -0.23  0.88  -0.197
N  -1.74  1.32  0.11  -1.090
O  -0.32  -0.56  -0.81  -0.734
O  -2.48  -1.22  0.11  -0.927
S  -1.33  -0.42  0.38  1.661
H  2.61  -1.85  -0.43  0.245
H  1.11  0.93  -0.91  0.184
H  1.20  -0.20  1.90  0.246
H  -0.93  1.87  -0.14  0.377
H  -2.60  1.36  -0.45  0.394


# 4
Formula: C3H5NO2S
Source: the Open Molecules 2025 dataset
Level of theory: ωB97M-V with the def2-TZVPD basis set

* E_HOMO: -8.643 eV
* calculated total energy: -720.5349 hartree
* LUMO energy: -0.18 eV
* orbital gap: 8.5 eV
* spin multiplicity: 1

Last column: natural (NBO) charge in e.
Geometry (Å):
C  0.27  -0.45  0.95  -0.365
C  1.30  -1.00  -0.13  0.457
C  -0.76  1.49  -0.42  0.002
H  -0.80  -1.03  -1.04  0.479
H  0.64  0.69  1.55  0.276
H  -0.14  -1.24  1.72  0.281
H  2.62  -1.22  -0.06  0.180
H  -1.71  1.62  -0.81  0.213
N  -0.72  0.27  0.16  -0.188
O  -1.68  -0.68  -0.62  -0.574
O  0.66  -1.30  -1.08  -0.536
S  0.32  2.86  -0.22  -0.225


# 5
Formula: C3H5NO2S
Source: the Open Molecules 2025 dataset
Level of theory: ωB97M-V with the def2-TZVPD basis set

* E_HOMO: -8.964 eV
* calculated total energy: -720.6180 hartree
* LUMO energy: 0.74 eV
* orbital gap: 9.7 eV
* spin multiplicity: 1

Last column: natural (NBO) charge in e.
Geometry (Å):
C  -0.79  -0.09  -1.47  -0.342
C  2.89  -1.37  -0.59  0.080
C  -1.34  0.47  -0.39  -0.435
N  2.12  -0.80  0.02  -0.313
O  -1.74  -0.57  2.02  -0.938
O  -0.52  1.68  1.83  -0.948
S  -0.68  0.05  1.29  1.515
H  -0.92  0.23  -2.53  0.214
H  -0.21  -0.98  -1.32  0.198
H  3.40  -1.95  -1.31  0.229
H  -0.40  1.86  2.87  0.516
H  -1.80  1.47  -0.43  0.224


# 6
Formula: C3H5NO2S2
Source: the Open Molecules 2025 dataset
Level of theory: ωB97M-V with the def2-TZVPD basis set

* E_HOMO: -8.751 eV
* calculated total energy: -1118.7967 hartree
* LUMO energy: 0.55 eV
* orbital gap: 9.3 eV
* spin multiplicity: 1

Last column: natural (NBO) charge in e.
Geometry (Å):
C  1.25  -0.03  -1.23  -0.628
C  -0.19  -0.08  -0.76  -0.347
C  0.04  0.41  0.61  -0.200
N  -0.50  0.19  1.85  -0.823
O  2.06  2.05  0.20  -0.951
O  -2.14  1.96  0.18  -0.932
S  1.87  0.60  0.36  1.258
S  -0.78  1.79  -0.42  1.089
H  1.53  -0.93  -1.63  0.241
H  1.47  0.80  -1.87  0.246
H  -0.98  -0.70  -1.14  0.247
H  -0.71  1.00  2.47  0.405
H  -1.43  -0.34  1.85  0.394


# 7
Formula: C3H5NO2Si
Source: the Open Molecules 2025 dataset
Level of theory: ωB97M-V with the def2-TZVPD basis set

* E_HOMO: -10.217 eV
* calculated total energy: -611.9387 hartree
* LUMO energy: 0.55 eV
* orbital gap: 10.8 eV
* spin multiplicity: 1

Last column: natural (NBO) charge in e.
Geometry (Å):
C  0.48  1.67  0.11  0.545
C  1.49  -0.64  -0.10  0.752
C  0.28  -0.48  -0.81  -0.510
N  1.10  0.71  -0.56  -0.533
O  2.28  -1.08  0.59  -0.442
O  -0.74  1.59  0.32  -0.605
Si  -1.35  -0.65  0.25  0.897
H  1.08  2.43  0.47  0.156
H  0.27  -0.92  -1.90  0.256
H  -2.71  -0.07  0.02  -0.131
H  -0.69  -0.53  1.58  -0.165
H  -1.48  -2.04  0.03  -0.220


# 8
Formula: C3H5NO2Si
Source: the Open Molecules 2025 dataset
Level of theory: ωB97M-V with the def2-TZVPD basis set

* E_HOMO (alpha / beta): -9.389 / -8.850 eV
* calculated total energy: -611.8636 hartree
* LUMO energy (alpha / beta): -0.58 / -0.59 eV
* orbital gap (alpha / beta): 8.8 / 8.3 eV
* spin multiplicity: 1

Last column: natural (NBO) charge in e.
Geometry (Å):
C  1.78  0.01  -0.04  -0.484
C  1.01  1.08  0.70  0.459
C  1.25  -1.13  -0.35  0.064
N  -1.02  -1.52  0.56  -1.082
O  -0.11  1.45  0.43  -0.535
O  -2.98  0.53  -0.24  -1.069
Si  -1.57  -0.37  -0.43  1.791
H  2.90  0.09  -0.09  0.245
H  1.70  1.67  1.43  0.133
H  1.62  -2.10  -0.79  0.219
H  -3.65  0.08  0.32  0.501
H  -0.93  0.21  -1.50  -0.243


Listing F_max for the structures above in their given order: 7.4 1.2 3.6 5.4 3.7 3.9 4.3 2.9 eV/A.
Listing ΔE to the lowest compared entry with this formula, charge and spin for the structures above in their given order: 96.89 13.81 98.93 132.79 80.64 94.59 103.40 150.52 kcal/mol.